# 1
{"formula": "C12H28CoN6O6S", "method": "ωB97M-V/def2-TZVPD", "spin_multiplicity": 4, "relative_energy_kcal_mol": 0.0, "symbols": ["O", "H", "Co", "N", "N", "N", "N", "O", "O", "O", "O", "C", "C", "C", "C", "C", "H", "H", "H", "C", "H", "H", "H", "C", "C", "H", "H", "H", "H", "H", "H", "H", "H", "C", "H", "H", "H", "O", "H", "H", "C", "N", "C", "S", "N", "C", "H", "H", "H", "H", "H", "H", "H", "H"], "coordinates": [[0.224, 0.188, -4.641], [-0.216, 0.103, -5.503], [0.413, -0.211, -0.604], [0.148, 1.508, 0.035], [1.616, 0.694, -1.673], [-1.143, -0.879, 0.152], [0.236, -1.789, -1.603], [-0.982, 1.962, 0.490], [-1.885, -0.303, 1.127], [0.992, -2.085, -2.595], [2.321, 0.121, -2.668], [1.967, 1.954, -1.288], [1.125, 2.427, -0.262], [-1.447, -2.184, -0.073], [-0.703, -2.686, -1.167], [1.183, 3.742, 0.426], [1.764, 3.706, 1.366], [0.170, 4.082, 0.681], [1.661, 4.498, -0.204], [3.031, 2.756, -1.959], [2.774, 3.034, -2.997], [4.001, 2.248, -1.928], [3.159, 3.680, -1.396], [-2.352, -2.982, 0.798], [-0.828, -4.056, -1.708], [-2.828, -2.339, 1.551], [-1.790, -3.768, 1.335], [-3.143, -3.482, 0.212], [-0.161, -4.206, -2.571], [-1.870, -4.243, -2.001], [-0.595, -4.810, -0.940], [-1.635, 0.701, 0.982], [1.862, -0.794, -2.807], [-0.771, 0.603, -3.701], [-0.330, 1.365, -3.066], [-1.056, -0.256, -3.097], [-1.649, 1.001, -4.218], [-3.541, 2.737, -1.421], [-3.850, 1.823, -1.590], [-2.699, 2.608, -0.938], [0.755, 1.010, 4.293], [0.694, 0.624, 2.892], [1.038, -0.600, 2.452], [1.891, -0.781, 0.959], [0.703, -1.707, 3.117], [-0.414, -1.787, 4.061], [0.042, 0.443, 4.897], [0.491, 2.071, 4.352], [1.769, 0.892, 4.705], [0.956, 1.387, 2.240], [0.969, -2.568, 2.627], [-1.079, -0.928, 3.929], [-0.970, -2.711, 3.857], [-0.018, -1.814, 5.086]]}


# 2
{"formula": "C5H5NO", "method": "ωB97M-V/def2-TZVPD", "relative_energy_kcal_mol": 179.7, "symbols": ["C", "C", "C", "C", "C", "N", "O", "H", "H", "H", "H", "H"], "coordinates": [[0.916, -1.619, -1.528], [-2.492, -0.302, 1.198], [-0.057, -0.982, -1.150], [-1.591, -0.149, 0.407], [-0.762, 0.132, -0.717], [1.851, 1.028, -0.845], [0.769, 1.371, -0.162], [1.637, -2.281, -1.977], [-3.185, -0.800, 1.822], [-1.153, 0.774, -1.459], [1.574, 0.708, -1.755], [2.550, 0.331, -0.393]]}


# 3
{"formula": "C14H28BN6O2", "method": "ωB97M-V/def2-TZVPD", "charge": 1, "e_tot_ev": -28679.419, "symbols": ["C", "C", "B", "O", "N", "C", "C", "C", "N", "C", "N", "N", "C", "C", "C", "N", "O", "H", "H", "H", "H", "H", "H", "H", "H", "H", "H", "H", "H", "H", "H", "H", "H", "H", "H", "H", "H", "H", "H", "H", "N", "C", "C", "C", "C", "C", "H", "H", "H", "H", "H"], "coordinates": [[5.711, -0.911, 0.353], [4.934, -0.607, -0.956], [3.428, -0.936, -0.760], [3.050, -2.019, 0.017], [2.325, -0.125, -1.406], [1.388, 0.464, -0.397], [0.467, 1.509, -1.011], [-0.273, 2.296, 0.072], [-1.440, 1.583, 0.635], [1.659, -0.799, -2.420], [1.587, -0.245, -3.693], [1.106, -1.952, -2.221], [0.369, -2.731, -3.212], [-1.136, -2.401, -3.192], [-1.916, -2.839, -1.966], [-1.407, -2.494, -0.685], [-2.988, -3.398, -2.098], [5.175, -0.499, 1.205], [6.693, -0.458, 0.325], [5.791, -1.979, 0.510], [5.067, 0.443, -1.195], [5.370, -1.226, -1.739], [2.496, -1.776, 0.762], [0.748, -0.304, 0.042], [2.005, 0.954, 0.346], [-0.275, 1.032, -1.654], [1.045, 2.190, -1.633], [0.424, 2.462, 0.890], [-0.591, 3.263, -0.297], [-1.164, 1.092, 1.474], [-1.727, 0.869, -0.023], [2.258, 0.515, -3.714], [0.678, 0.198, -3.816], [1.189, -2.331, -1.292], [0.746, -2.488, -4.196], [0.521, -3.788, -3.028], [-1.599, -2.916, -4.025], [-1.245, -1.331, -3.349], [-0.654, -3.121, -0.428], [-2.145, -2.650, -0.008], [-3.555, 3.672, 5.093], [-3.215, 3.287, 3.867], [-3.855, 2.272, 3.172], [-4.911, 1.620, 3.789], [-5.279, 2.009, 5.066], [-4.571, 3.037, 5.671], [-2.385, 3.823, 3.419], [-3.532, 2.008, 2.174], [-5.440, 0.823, 3.282], [-6.097, 1.529, 5.584], [-4.829, 3.374, 6.668]]}


# 4
{"formula": "C2F3KNO6S2", "method": "ωB97M-V/def2-TZVPD", "charge": -1, "relative_energy_kcal_mol": 0.0, "symbols": ["N", "S", "O", "S", "O", "O", "C", "F", "F", "F", "O", "C", "O", "O", "K"], "coordinates": [[0.610, -1.146, 0.694], [-0.113, -1.494, -0.782], [-1.511, -0.904, -0.816], [0.605, 0.276, 1.370], [0.124, 1.417, 0.554], [1.834, 0.516, 2.136], [-0.699, 0.167, 2.718], [-1.896, -0.064, 2.198], [-0.405, -0.814, 3.564], [-0.739, 1.311, 3.395], [1.174, -1.073, -4.261], [0.886, -0.112, -3.612], [0.387, 0.983, -3.725], [0.735, -0.506, -1.740], [-0.992, 1.441, -1.692]]}


# 5
{"formula": "C10H21NO2", "method": "ωB97M-V/def2-TZVPD", "smiles": "CCCN(CCC)CCCC(=O)O", "relative_energy_kcal_mol": 155.9, "symbols": ["C", "C", "C", "C", "C", "C", "C", "C", "C", "C", "H", "H", "H", "H", "H", "H", "H", "H", "H", "H", "H", "H", "H", "H", "H", "H", "H", "H", "H", "H", "H", "N", "O", "O"], "coordinates": [[-0.409, 3.020, -0.201], [0.899, 2.246, -0.493], [1.193, 1.206, 0.531], [1.270, -1.266, 0.457], [1.513, -1.968, -0.835], [2.349, -1.208, -1.819], [-0.429, -0.179, 1.679], [-1.680, -1.165, 1.488], [-2.809, -0.765, 0.470], [-2.514, -0.316, -1.106], [-0.890, 3.563, -1.237], [-1.309, 2.113, 0.111], [0.054, 3.702, 0.712], [0.615, 1.710, -1.552], [1.721, 2.936, -0.699], [2.306, 1.109, 0.476], [0.919, 1.382, 1.705], [0.611, -2.008, 1.051], [2.163, -1.108, 1.208], [0.396, -2.161, -1.180], [1.862, -2.997, -0.691], [1.787, -0.139, -1.691], [2.358, -1.470, -2.882], [3.521, -1.081, -1.461], [0.298, -0.626, 2.392], [-0.577, 0.794, 2.123], [-1.965, -1.419, 2.582], [-1.196, -2.217, 1.185], [-3.540, 0.168, 0.678], [-3.512, -1.815, 0.331], [-0.758, 0.260, -0.508], [0.402, -0.135, 0.403], [-1.274, 0.086, -1.270], [-3.377, -0.254, -1.958]]}